(1)
2 unconnected molecules or ions with the total composition C3H9FNO at a distorted geometry, computed with wB97M-V/def2-TZVPD.

- ⟨S²⟩: 2.01
- Charge: +1
- Spin multiplicity: 3
- Lowest unoccupied orbital energy (spin up / spin down): -0.11465 / -0.35598 hartree
- Relative energy (zero: lowest compared OMol25 entry of this formula, charge and spin): 2.343 eV
- Electronic energy: -9497.685 eV

Structure (XYZ):
```
15
Properties=species:S:1:pos:R:3:forces:R:3
C 1.8539 -0.7298 1.1378 -2.707 2.177 2.516
C -1.4067 -0.2083 -0.5803 0.968 -4.855 -0.847
C -0.2574 0.2168 -1.3548 -0.378 3.546 -3.049
N -2.4500 0.5028 -0.1561 -0.883 3.819 1.233
O 1.0759 0.4591 0.6294 1.462 -2.303 0.911
F 0.0082 1.6143 -1.4696 -1.169 -2.474 0.307
H 1.0219 -1.4249 1.3238 1.016 -0.274 0.270
H 2.4139 -0.3510 2.0201 -0.956 -0.554 0.067
H 2.6456 -1.0641 0.5885 1.514 -0.866 -2.605
H 0.1874 -0.2128 -2.3321 -1.089 0.200 0.600
H -1.5595 -1.3236 -0.6365 0.326 1.287 0.148
H 0.5212 -0.2015 -0.7450 2.173 -0.434 1.285
H 1.3575 1.1434 1.2208 0.283 1.453 -0.088
H -3.3035 0.0931 0.2872 1.058 0.668 -0.874
H -2.1083 1.4863 0.0669 -1.618 -1.391 0.126
```
Forces are in eV/Å.

natural (NBO) population analysis, charges in e, atoms 1 to 6:
1. C -0.272
2. C -0.193
3. C 0.054
4. N -0.505
5. O -0.678
6. F -0.293

***

(2)
A single C3H9IN2 molecule at a distorted geometry, computed with wB97M-V/def2-TZVPD.

- Lowest unoccupied orbital energy: 0.01690 hartree
- Relative energy (zero: lowest compared OMol25 entry of this formula, charge and spin): 1.625 eV
- Electronic energy: -14335.554 eV

Structure (XYZ):
```
15
Properties=species:S:1:pos:R:3:forces:R:3
C -0.6184 1.7158 0.5389 -3.242 0.128 0.113
C -0.9637 0.2287 0.1690 -2.551 1.768 -1.370
C 0.0480 -0.6871 0.7109 2.494 -0.616 -3.221
N 1.4551 -0.8687 -1.4722 0.990 1.342 -0.203
N 1.5144 -0.5805 -0.1276 -2.264 0.302 3.148
I -0.6978 -2.6966 0.4110 0.160 0.015 0.569
H 0.2116 1.9936 -0.0317 1.760 0.518 -0.250
H -0.5154 1.8349 1.6646 0.065 0.079 -1.514
H -1.4585 2.4421 0.1232 1.417 -1.560 1.175
H -1.1260 0.1471 -0.9455 0.364 -0.007 0.958
H -2.0043 -0.0197 0.5796 1.514 0.206 -0.311
H 0.1368 -0.2553 1.6687 1.029 -0.949 1.769
H 0.8182 -0.2762 -1.9489 -0.213 1.473 -0.230
H 1.0513 -1.7175 -1.6647 -0.896 -3.280 -0.232
H 2.1487 -1.2607 0.3247 -0.627 0.582 -0.401
```
Forces are in eV/Å.

natural (NBO) population analysis, charges in e, atoms 1 to 6:
1. C -0.608
2. C -0.475
3. C -0.168
4. N -0.628
5. N -0.453
6. I 0.030

***

(3)
A molecular structure, C3H9IN3 at a distorted geometry, computed with wB97M-V/def2-TZVPD.

- ⟨S²⟩: 2.01
- Charge: +1
- Spin multiplicity: 3
- Lowest unoccupied orbital energy (spin up / spin down): -0.12655 / -0.26993 hartree
- Relative energy (zero: lowest compared OMol25 entry of this formula, charge and spin): 1.066 eV
- Electronic energy: -15815.974 eV

Structure (XYZ):
```
16
Properties=species:S:1:pos:R:3:forces:R:3
C -0.1863 -0.7241 0.3957 2.909 4.562 0.359
C 1.8310 0.9048 0.7645 -2.228 0.938 1.544
C 0.3978 0.7582 0.1711 1.709 -6.175 0.778
N -0.9823 -1.1310 -0.5348 -1.109 1.703 -4.167
N -1.8220 -2.1508 -0.4906 1.933 -0.933 5.785
N 0.1645 1.2542 -1.0579 2.584 2.242 -1.525
I -1.0967 1.6203 1.7856 -1.675 1.106 1.656
H -0.1207 -1.3453 1.2559 0.407 0.080 0.865
H 2.1853 1.9515 0.6627 -0.598 -0.260 1.021
H 2.5970 0.4256 0.2658 1.085 -1.710 -1.680
H 1.8055 0.4073 1.7917 0.192 1.392 -1.108
H -1.7085 -2.6804 0.4616 -1.071 0.752 -3.139
H -2.2931 -2.3209 -1.2974 -1.721 -1.335 -2.225
H -0.9003 -0.6312 -1.4729 -0.139 -0.902 1.416
H -0.6765 1.6088 -1.4215 -2.007 -0.197 0.200
H 0.8053 2.0530 -1.2794 -0.272 -1.264 0.221
```
Forces are in eV/Å.

natural (NBO) population analysis, charges in e, atoms 1 to 6:
1. C -0.113
2. C -0.658
3. C 0.148
4. N -0.269
5. N -0.556
6. N -0.840

***

(4)
A gas-phase ion, C3H9IN6S (charge +2) at a distorted geometry, computed with wB97M-V/def2-TZVPD.

- Charge: +2
- Lowest unoccupied orbital energy: -0.28532 hartree
- Relative energy (zero: lowest compared OMol25 entry of this formula, charge and spin): 0.000 eV
- Electronic energy: -31117.493 eV

Structure (XYZ):
```
20
Properties=species:S:1:pos:R:3:forces:R:3
C 0.5024 0.0528 -1.3759 -1.030 0.239 1.840
C 0.0027 1.0110 0.8224 -0.238 3.192 1.288
C -0.1980 -1.3743 0.5066 -0.023 1.605 -0.094
N 0.4041 -1.1566 -0.7115 1.492 -2.311 -2.594
N 0.2341 1.0986 -0.6161 0.543 0.157 -1.248
N -0.4310 -0.3031 1.2373 0.113 1.030 -0.291
N 0.7809 0.1449 -2.6594 -0.035 -2.202 1.619
N 1.1461 1.4335 1.5441 0.519 -0.888 0.420
N -0.5432 -2.5696 0.8510 0.736 -0.337 -2.372
S -1.4557 2.5157 1.0945 1.347 -2.122 -0.120
I -3.2989 1.5112 0.0217 -0.050 0.018 -0.080
H 0.9033 -1.9579 -1.2348 -1.301 1.377 1.456
H 0.3370 2.0172 -1.0891 -0.520 -0.545 1.059
H -0.9304 -0.3065 2.1202 -0.180 -0.332 -0.121
H 0.5182 -0.5661 -3.3009 0.047 -1.014 -0.408
H 0.7701 1.0105 -3.0638 0.226 2.854 -1.182
H 1.4445 2.3786 1.4915 -0.094 1.103 -0.946
H 1.3353 1.2349 2.5282 -0.872 -0.872 -0.349
H -0.8523 -2.9193 1.6829 -0.925 -0.196 3.204
H -0.6693 -3.2556 0.1512 0.245 -0.758 -1.081
```
Forces are in eV/Å.

natural (NBO) population analysis, charges in e, atoms 1 to 6:
1. C 0.711
2. C 0.414
3. C 0.713
4. N -0.603
5. N -0.560
6. N -0.562

***

(5)
2 unconnected molecules or ions with the total composition C3H9INO2 at a distorted geometry, computed with wB97M-V/def2-TZVPD.

- Charge: +1
- Lowest unoccupied orbital energy: -0.16070 hartree
- Relative energy (zero: lowest compared OMol25 entry of this formula, charge and spin): 1.424 eV
- Electronic energy: -16933.793 eV

Structure (XYZ):
```
16
Properties=species:S:1:pos:R:3:forces:R:3
C 0.5189 1.9185 0.1035 -1.913 -3.606 2.926
C 0.6732 0.5515 -0.6797 2.801 1.706 -1.857
C -1.4095 0.7389 0.3234 -1.271 -0.194 1.515
N -0.9607 2.0375 0.1759 1.652 -0.292 0.897
O -0.5911 -0.0890 -0.6726 -0.691 -0.996 0.425
O -1.0344 -2.5071 -0.0860 0.505 -0.480 -1.811
I -3.6145 0.2873 -0.2655 2.311 0.508 0.838
H 0.9823 2.7034 -0.3422 1.059 2.318 -1.514
H 0.8899 1.8628 1.1822 -0.183 -0.247 -1.487
H 1.0438 0.7534 -1.7761 -1.072 -0.534 2.035
H 1.4212 -0.0454 -0.1872 0.151 -0.513 0.111
H -1.0315 0.3766 1.4061 -1.430 0.290 -2.426
H -1.2353 2.7148 -0.4776 -1.526 0.298 -1.202
H -0.6713 -1.2053 -0.4422 -0.098 0.881 0.024
H -2.0061 -2.5725 -0.2157 0.510 -0.033 0.131
H -0.6261 -3.1111 -0.7881 -0.806 0.896 1.393
```
Forces are in eV/Å.

natural (NBO) population analysis, charges in e, atoms 1 to 6:
1. C -0.237
2. C -0.120
3. C 0.139
4. N -0.653
5. O -0.557
6. O -0.893

***

(6)
A molecular structure, C3H9InO4P at a distorted geometry, computed with wB97M-V/def2-TZVPD.

- ⟨S²⟩: 1.76
- Charge: +4
- Spin multiplicity: 2
- Lowest unoccupied orbital energy (spin up / spin down): -0.86620 / -0.80716 hartree
- Relative energy (zero: lowest compared OMol25 entry of this formula, charge and spin): 1.145 eV
- Electronic energy: -25848.946 eV

Structure (XYZ):
```
18
Properties=species:S:1:pos:R:3:forces:R:3
In -3.0512 -2.0830 1.8606 0.032 -0.136 0.151
C -0.5384 2.1645 0.8594 1.955 -0.397 1.180
O -0.4861 1.4701 -0.3979 0.822 -2.230 -1.044
P 0.0193 -0.1084 -0.4674 -0.167 2.909 3.165
O -0.7919 -1.0546 0.3519 0.017 0.137 -0.310
O 1.6005 0.0713 -0.0537 -2.025 -0.306 0.082
C 2.0318 -0.0027 1.3210 0.175 -1.323 -0.481
O 0.0931 -0.5479 -2.0311 -0.018 -0.955 -0.111
C -0.8403 -1.4731 -2.4452 0.255 2.399 -2.637
H -0.0652 1.4692 1.5526 -0.214 -0.475 0.913
H -1.5100 2.3742 1.3068 -0.589 0.062 -0.637
H 0.1667 2.9937 0.9173 -0.558 0.659 -0.987
H 3.1020 -0.1917 1.2377 0.801 0.334 -0.129
H 1.5988 -0.7751 1.9567 -0.615 -0.054 -0.466
H 1.9647 0.9607 1.8264 0.096 1.186 0.063
H -0.7492 -2.4745 -2.0247 0.228 -1.527 0.902
H -0.6920 -1.6820 -3.5047 0.572 -0.132 -0.525
H -1.8526 -1.1108 -2.2658 -0.766 -0.151 0.872
```
Forces are in eV/Å.

natural (NBO) population analysis, charges in e, atoms 1 to 6:
1. In 1.921
2. C -0.258
3. O -0.553
4. P 2.525
5. O -1.098
6. O -0.488

***

(7)
A single C3H9N molecule at a distorted geometry, computed with wB97M-V/def2-TZVPD.

- Lowest unoccupied orbital energy: 0.04400 hartree
- Relative energy (zero: lowest compared OMol25 entry of this formula, charge and spin): 1.079 eV
- Electronic energy: -4746.031 eV

Structure (XYZ):
```
13
Properties=species:S:1:pos:R:3:forces:R:3
C -2.0019 0.0793 0.1059 -0.030 -1.166 0.627
C -0.5213 -0.3500 -0.2654 -0.843 -1.777 -1.532
C 0.6379 0.5454 -0.0048 1.234 2.048 0.084
H -2.6342 -0.9235 0.2488 0.940 2.216 -1.386
H -2.4681 0.9394 -0.5592 0.787 -2.007 1.649
H -1.9629 0.2735 1.2218 -0.040 0.900 -1.267
H -0.3152 -0.7065 -1.3407 -1.056 0.451 1.292
H -0.3536 -1.2831 0.3153 -0.005 0.473 -0.118
H 0.5400 1.0352 0.9844 -0.247 0.205 -0.438
H 0.7841 1.3615 -0.8213 -0.510 -1.246 1.420
H 1.8573 -0.9153 0.7767 -0.218 0.206 -0.522
H 2.7065 0.3346 0.2331 -0.986 -0.362 -0.518
N 1.8796 -0.2520 -0.0105 0.975 0.059 0.710
```
Forces are in eV/Å.

natural (NBO) population analysis, charges in e, atoms 1 to 6:
1. C -0.631
2. C -0.420
3. C -0.215
4. H 0.221
5. H 0.224
6. H 0.209

***

(8)
A single C3H9N molecule at a distorted geometry, computed with wB97M-V/def2-TZVPD.

- Lowest unoccupied orbital energy: 0.04117 hartree
- Relative energy (zero: lowest compared OMol25 entry of this formula, charge and spin): 1.483 eV
- Electronic energy: -4745.626 eV

Structure (XYZ):
```
13
Properties=species:S:1:pos:R:3:forces:R:3
C 1.7348 -0.1574 -0.0489 1.329 -1.477 0.762
C 0.4714 0.7426 -0.1486 -0.808 -1.185 2.701
C -0.7524 -0.2806 -0.0463 1.086 -0.838 0.087
H 2.7881 0.3052 -0.4447 -2.810 -1.207 0.828
H 1.5314 -1.2992 -0.4677 0.718 3.120 0.605
H 1.8318 -0.3364 1.0810 0.396 0.094 -1.603
H 0.5019 1.3982 -0.9861 -0.496 0.225 -0.891
H 0.3969 1.3965 0.7970 0.346 -0.713 -1.432
H -0.6435 -0.9734 0.8957 0.322 1.433 -1.370
H -0.5606 -0.9972 -0.9059 -0.571 0.790 0.796
H -2.5293 0.7347 0.6984 1.053 -1.585 -1.763
H -2.6220 -0.7262 -0.2663 -0.385 1.394 0.369
N -2.1485 0.1932 -0.1576 -0.179 -0.052 0.910
```
Forces are in eV/Å.

natural (NBO) population analysis, charges in e, atoms 1 to 6:
1. C -0.627
2. C -0.420
3. C -0.206
4. H 0.224
5. H 0.206
6. H 0.208

***

(9)
A single C3H9N molecule at a distorted geometry, computed with wB97M-V/def2-TZVPD.

- Lowest unoccupied orbital energy: 0.04180 hartree
- Relative energy (zero: lowest compared OMol25 entry of this formula, charge and spin): 1.079 eV
- Electronic energy: -4746.030 eV

Structure (XYZ):
```
13
Properties=species:S:1:pos:R:3:forces:R:3
C 1.3887 -0.5816 -0.1056 -0.686 3.064 -0.557
C -0.0109 -0.0852 0.4011 0.411 0.388 2.901
C -1.2926 -0.7006 -0.1322 0.560 1.050 -1.368
H 2.1954 0.1433 0.1513 -0.704 -0.192 0.776
H 1.2724 -0.2418 -1.1126 0.317 -0.818 -1.544
H 1.8773 -1.5053 -0.0100 -0.349 -1.715 0.238
H -0.0186 -0.1634 1.5222 -0.038 0.092 -0.766
H -2.2361 -0.1716 0.1409 1.039 0.159 0.004
H -1.4240 -1.6700 0.2662 -0.037 -1.508 -0.445
H -1.1222 -0.5400 -1.2493 -0.862 -1.225 1.000
H -0.7146 1.2976 -0.7908 -0.146 0.640 0.030
H 0.7209 1.6718 -0.2820 1.019 0.660 -0.027
N -0.1517 1.3405 0.0549 -0.524 -0.595 -0.243
```
Forces are in eV/Å.

natural (NBO) population analysis, charges in e, atoms 1 to 6:
1. C -0.641
2. C -0.040
3. C -0.618
4. H 0.206
5. H 0.195
6. H 0.223

***

(10)
A molecular structure, C3H9N at a distorted geometry, computed with wB97M-V/def2-TZVPD.

- Lowest unoccupied orbital energy: -0.00562 hartree
- Relative energy (zero: lowest compared OMol25 entry of this formula, charge and spin): 6.664 eV
- Electronic energy: -4740.445 eV

Structure (XYZ):
```
13
Properties=species:S:1:pos:R:3:forces:R:3
C -0.1430 -2.5703 0.4896 -0.285 0.930 0.886
N 0.3151 0.1669 -0.8965 1.120 -3.138 1.827
C 0.2227 1.3163 -1.4890 -2.679 2.449 -0.059
C -0.2008 0.5118 0.2849 1.069 -1.114 -2.019
H -0.0928 -2.8489 -0.5554 -0.077 0.092 -0.185
H 0.3062 -1.5459 0.6460 -0.157 -1.448 -0.150
H 0.3879 -3.3433 1.0773 -0.419 0.517 -0.123
H 1.0587 1.9070 -1.6423 2.028 0.782 -0.492
H -1.2117 -2.4468 0.8159 0.951 -0.511 -0.293
H -0.6693 1.7838 -1.9216 -0.339 -0.492 0.649
H -0.3146 4.5876 5.6693 0.621 -1.075 0.654
H 0.0330 3.9859 6.0345 -0.621 1.075 -0.655
H -0.9766 1.2055 0.4390 -1.210 1.934 -0.041
```
Forces are in eV/Å.

natural (NBO) population analysis, charges in e, atoms 1 to 6:
1. C -0.857
2. N -0.469
3. C -0.026
4. C 0.005
5. H 0.211
6. H 0.232

***

- What is the relative energy (zero: lowest compared OMol25 entry of this formula, charge and spin) in the seventh record?
  1.079 eV

***

What did the second record say?
A single C3H9IN2 molecule at a distorted geometry, computed with wB97M-V/def2-TZVPD.

- Lowest unoccupied orbital energy: 0.01690 hartree
- Relative energy (zero: lowest compared OMol25 entry of this formula, charge and spin): 1.625 eV
- Electronic energy: -14335.554 eV

Structure (XYZ):
```
15
Properties=species:S:1:pos:R:3:forces:R:3
C -0.6184 1.7158 0.5389 -3.242 0.128 0.113
C -0.9637 0.2287 0.1690 -2.551 1.768 -1.370
C 0.0480 -0.6871 0.7109 2.494 -0.616 -3.221
N 1.4551 -0.8687 -1.4722 0.990 1.342 -0.203
N 1.5144 -0.5805 -0.1276 -2.264 0.302 3.148
I -0.6978 -2.6966 0.4110 0.160 0.015 0.569
H 0.2116 1.9936 -0.0317 1.760 0.518 -0.250
H -0.5154 1.8349 1.6646 0.065 0.079 -1.514
H -1.4585 2.4421 0.1232 1.417 -1.560 1.175
H -1.1260 0.1471 -0.9455 0.364 -0.007 0.958
H -2.0043 -0.0197 0.5796 1.514 0.206 -0.311
H 0.1368 -0.2553 1.6687 1.029 -0.949 1.769
H 0.8182 -0.2762 -1.9489 -0.213 1.473 -0.230
H 1.0513 -1.7175 -1.6647 -0.896 -3.280 -0.232
H 2.1487 -1.2607 0.3247 -0.627 0.582 -0.401
```
Forces are in eV/Å.

natural (NBO) population analysis, charges in e, atoms 1 to 6:
1. C -0.608
2. C -0.475
3. C -0.168
4. N -0.628
5. N -0.453
6. I 0.030